# 1
{"formula": "C18H54O9", "method": "ωB97M-V with the def2-TZVPD basis set", "elements": ["O", "H", "H", "O", "H", "H", "O", "H", "H", "C", "C", "C", "O", "H", "H", "H", "H", "H", "H", "H", "H", "C", "C", "C", "O", "H", "H", "H", "H", "H", "H", "H", "H", "C", "C", "C", "O", "H", "H", "H", "H", "H", "H", "H", "H", "C", "C", "C", "O", "H", "H", "H", "H", "H", "H", "H", "H", "C", "C", "C", "O", "H", "H", "H", "H", "H", "H", "H", "H", "C", "C", "C", "O", "H", "H", "H", "H", "H", "H", "H", "H"], "xyz": [[7.18115, 7.23887, -15.47484], [7.84112, 7.03719, -14.81152], [7.04423, 8.18309, -15.39784], [5.89887, 5.70467, -16.43327], [6.15525, 6.18804, -15.64786], [6.72735, 5.44847, -16.83851], [5.07967, 7.60234, -16.88355], [5.42080, 6.71044, -16.94974], [4.13423, 7.50683, -16.99868], [6.68074, 6.88238, -18.43977], [6.63264, 5.55935, -19.27895], [7.54534, 5.72919, -20.50885], [7.22266, 4.52141, -18.49488], [6.29744, 7.69816, -19.05270], [7.70761, 7.11956, -18.16156], [6.04476, 6.86494, -17.55472], [5.62573, 5.19926, -19.49003], [7.52804, 4.89424, -21.20933], [8.54244, 5.88870, -20.09842], [7.26491, 6.59427, -21.10976], [8.16644, 4.68290, -18.56424], [10.05895, 2.97337, -16.97445], [9.82973, 4.45724, -17.23998], [10.75460, 5.07229, -18.33328], [8.49566, 4.64181, -17.52016], [9.21863, 2.52134, -16.44756], [10.88557, 2.95581, -16.26417], [10.25286, 2.36178, -17.85562], [10.01991, 4.95890, -16.29116], [10.89330, 4.44560, -19.21426], [11.76233, 5.29002, -17.97949], [10.36743, 5.95191, -18.84755], [8.02680, 4.78355, -16.69452], [2.90193, 3.53728, -15.93078], [4.13863, 4.07526, -16.62319], [4.48412, 3.48082, -18.05474], [4.07264, 5.45495, -16.93656], [3.21363, 2.59924, -15.47143], [2.01693, 3.43558, -16.55891], [2.62219, 4.13507, -15.06332], [5.03597, 3.95689, -16.01585], [5.09185, 2.57870, -17.98440], [5.03309, 4.20287, -18.65921], [3.60683, 3.18203, -18.62849], [4.97795, 5.77043, -16.88664], [5.48102, 7.85151, -13.11198], [4.98181, 8.28457, -14.50331], [3.51491, 7.87886, -14.65720], [4.92672, 9.65678, -14.46717], [6.53357, 7.93699, -12.84192], [5.21384, 6.79857, -13.02231], [4.88447, 8.33646, -12.33929], [5.52894, 7.73041, -15.26598], [2.71553, 8.42827, -14.15998], [3.43502, 6.83125, -14.36696], [3.23534, 7.68557, -15.69286], [4.90758, 9.98142, -15.37041], [7.14366, 2.77987, -16.51466], [7.39922, 3.68804, -15.29843], [8.37348, 3.03078, -14.31821], [7.91439, 4.93208, -15.74981], [8.06494, 2.35137, -16.90929], [6.59169, 3.35144, -17.26082], [6.52757, 1.90831, -16.29351], [6.44088, 3.85780, -14.80764], [8.65359, 3.69896, -13.50386], [9.33669, 2.85008, -14.79536], [8.11913, 2.05562, -13.90292], [7.91649, 5.52745, -14.99673], [5.15500, 5.35000, -13.90596], [6.45801, 5.57085, -13.23365], [6.73541, 4.30737, -12.26711], [7.52993, 5.80219, -14.09130], [5.09433, 4.33263, -14.29246], [5.04057, 6.01097, -14.76509], [4.26015, 5.54181, -13.31389], [6.31540, 6.44581, -12.59946], [5.79381, 4.01547, -11.80205], [7.37507, 4.53097, -11.41333], [7.16397, 3.41364, -12.72064], [8.16518, 6.45100, -13.77970]], "forces_ev_per_angstrom": [[2.927, 4.718, -1.494], [-0.571, 2.335, -2.116], [0.058, 0.634, -0.612], [10.883, -5.323, 4.884], [0.533, 0.174, -0.098], [-0.183, -0.200, -0.757], [-4.589, 6.403, -0.201], [-2.348, 2.227, 2.041], [-0.166, 0.135, -0.250], [0.616, -0.767, -2.621], [0.779, 0.304, -0.168], [-0.937, 0.238, -0.139], [-16.489, -0.082, -11.294], [0.055, 0.151, -0.046], [0.259, -0.095, -0.109], [5.933, 1.221, -6.966], [-0.065, 1.216, -0.820], [0.119, -0.318, 0.301], [0.164, 0.010, -0.365], [0.060, 0.254, 0.111], [0.853, -0.045, -2.386], [1.395, 0.003, 0.420], [1.552, -0.044, 0.393], [-0.100, -0.417, -0.309], [19.937, -0.519, 0.221], [1.691, 0.471, -0.351], [0.536, -0.621, -0.270], [0.182, 0.142, -0.113], [0.731, 0.336, 0.314], [-0.054, -0.751, 0.193], [-0.069, 0.039, 0.211], [-0.291, 0.482, 0.778], [0.129, 0.301, -2.600], [0.597, -0.050, 0.435], [0.015, 0.646, -3.143], [-0.641, -1.267, 0.865], [-10.333, -1.929, -0.855], [-0.401, -0.506, -0.293], [0.225, -0.128, -0.109], [0.031, 0.452, -0.084], [-0.625, -0.619, -0.029], [-0.129, -0.113, -0.100], [-0.485, -0.647, 0.789], [-0.374, 0.228, 0.163], [-4.224, -2.678, -1.730], [-2.639, 1.268, 0.270], [-2.177, -1.077, 3.006], [-0.542, -2.354, -0.225], [1.710, 2.411, -0.927], [0.112, 0.967, -0.449], [-1.418, 3.299, 0.263], [0.136, 0.576, 0.036], [-1.300, 2.002, 1.086], [0.565, 0.388, 0.189], [-0.576, 0.197, 0.463], [-0.227, 0.912, 0.178], [-0.130, 0.235, -0.245], [-0.933, -0.587, 0.451], [0.157, -2.470, 0.489], [1.717, 0.309, -0.116], [-0.730, -4.651, 5.786], [-1.686, 0.319, -0.430], [0.687, -0.626, 0.183], [-0.264, 0.088, 0.750], [0.722, -0.291, -0.315], [-0.025, -0.162, -0.102], [-0.233, 0.041, -0.031], [-0.626, 0.126, -0.075], [1.005, -1.154, -2.435], [-0.648, -1.177, -1.668], [0.360, -4.364, 4.874], [-0.402, 0.641, -0.034], [-0.391, 1.462, 12.791], [-0.530, 0.316, 0.398], [-0.769, -0.680, 1.105], [0.416, -0.359, 0.499], [1.918, -2.202, 0.207], [-0.238, 0.154, -0.159], [0.276, 0.414, -0.120], [-0.739, 0.517, 0.137], [0.253, -0.487, 2.482]], "total_energy_ha": -1394.0888}

# 2
{"formula": "C5H10N2", "method": "ωB97M-V with the def2-TZVPD basis set", "elements": ["C", "C", "C", "C", "N", "C", "N", "H", "H", "H", "H", "H", "H", "H", "H", "H", "H"], "xyz": [[-1.60079, -0.56423, -1.45826], [-0.26605, 0.23556, -1.17102], [0.41218, -0.21634, 0.03569], [1.08845, 0.53050, 0.90744], [1.90889, -0.19818, 1.85164], [3.03336, 0.33299, 2.14727], [-2.77507, -0.04731, -0.81502], [-1.84897, -0.58573, -2.53233], [-1.44038, -1.63495, -1.22008], [-0.79785, 1.25386, -0.99201], [0.28069, 0.33454, -2.10581], [0.27505, -1.24634, 0.35566], [0.86063, 1.53662, 1.29396], [3.51835, 1.04200, 1.47462], [3.59021, -0.00828, 3.03296], [-2.72775, -0.05075, 0.19735], [-3.51095, -0.71396, -1.00207]], "forces_ev_per_angstrom": [[1.417, -1.227, -0.826], [-4.532, 1.850, -0.386], [0.251, 0.015, 0.461], [0.467, -1.088, 1.585], [-0.192, 1.466, 0.774], [-0.490, -0.955, -0.322], [-0.710, 0.282, 0.614], [0.406, 0.307, 0.214], [0.195, 0.208, 0.085], [1.509, -0.948, -0.252], [0.498, -0.218, 0.289], [0.783, -0.353, -0.612], [0.578, 0.073, -1.322], [-0.122, 0.550, 0.340], [-0.114, -0.183, -0.582], [0.440, 0.091, 0.111], [-0.385, 0.132, -0.172]], "total_energy_ha": -305.9288}

# 3
{"formula": "CH3Cl2N4", "method": "ωB97M-V with the def2-TZVPD basis set", "elements": ["C", "N", "N", "N", "N", "Cl", "Cl", "H", "H", "H"], "xyz": [[-0.98839, 1.07981, 0.20090], [-1.61680, -0.04955, 0.04573], [0.46051, -0.49743, 0.53030], [0.31270, 0.80306, 0.51465], [-0.71435, -0.96772, 0.26267], [1.59890, 1.86359, 0.82888], [1.60420, -1.13251, -1.98434], [-1.41438, 2.06017, 0.10509], [1.65268, -1.19135, -0.67987], [-0.89506, -1.96807, 0.17599]], "forces_ev_per_angstrom": [[0.271, 0.179, 0.066], [-1.007, 0.200, -0.228], [0.266, -0.205, 0.989], [-0.590, -0.476, -0.132], [0.877, 0.896, 0.221], [-0.575, -0.574, -0.182], [0.154, -0.084, 0.319], [0.002, 0.176, 0.000], [0.510, -0.217, -1.084], [0.092, 0.105, 0.030]], "charge": 1, "total_energy_ha": -1178.9364}

Going through the records in order, we get relative energy (zero: lowest compared OMol25 entry of this formula, charge and spin) values of 3355.4, 249.5, 0.0 kJ/mol.
Going through the records in order, we get HOMO level values of -6.621, -8.457, -15.435 eV.